This record from the Open Molecules 2025 dataset describes a structure of composition C21H21NPtS in a non-equilibrium geometry. The level of theory is ωB97M-V/def2-TZVPD.

Last column: Löwdin spin population.
Cartesian coordinates (Å):
C (-0.29, 2.70, 0.41)  0.0830
C (-0.94, 1.88, -2.01)  0.1931
C (1.02, 2.42, 0.09)  0.0904
H (-0.73, 2.41, 1.37)  0.0270
C (0.32, 1.31, -2.21)  0.0457
H (-1.85, 1.29, -2.18)  0.0252
H (1.64, 1.93, 0.82)  0.0121
H (0.47, 0.38, -2.81)  0.0194
C (1.75, 3.07, -1.04)  0.0132
H (2.84, 3.15, -0.86)  0.0007
H (1.46, 4.12, -1.24)  0.0042
C (-1.10, 3.72, -0.34)  0.0254
H (-0.73, 4.75, -0.23)  0.0051
H (-2.14, 3.73, 0.01)  0.0010
C (-1.15, 3.37, -1.87)  0.0289
H (-0.41, 3.99, -2.39)  0.0022
H (-2.13, 3.69, -2.29)  0.0039
C (1.52, 2.29, -2.38)  0.0044
H (1.39, 2.98, -3.24)  -0.0006
H (2.40, 1.68, -2.65)  0.0002
Pt (-0.22, 0.14, -0.31)  0.7939
H (-0.06, 0.51, 1.24)  0.1940
S (-0.13, -4.27, 1.68)  0.0124
C (-1.74, -3.62, 1.97)  0.0052
C (-2.79, -4.21, 2.67)  0.0008
C (-3.99, -3.50, 2.85)  0.0006
C (-4.11, -2.22, 2.35)  -0.0002
C (-3.09, -1.62, 1.62)  0.0080
C (-1.88, -2.33, 1.40)  0.0147
N (-0.74, -1.87, 0.77)  0.1293
C (0.24, -2.73, 0.86)  0.0153
C (1.49, -2.31, 0.33)  0.0274
C (2.73, -3.05, 0.36)  0.0059
C (3.89, -2.47, -0.14)  -0.0002
C (3.83, -1.16, -0.62)  0.0073
C (2.61, -0.45, -0.63)  0.0276
C (1.44, -1.01, -0.18)  0.1562
H (-2.69, -5.23, 3.08)  0.0004
H (-4.84, -3.94, 3.38)  0.0001
H (-5.05, -1.67, 2.54)  0.0000
H (-3.14, -0.64, 1.21)  0.0082
H (2.78, -4.06, 0.76)  0.0015
H (4.84, -3.01, -0.19)  0.0001
H (4.74, -0.71, -0.99)  0.0006
H (2.53, 0.57, -0.95)  0.0063

2S+1: 3
Energy in eV: -37684.549
Gap between HOMO and LUMO (alpha / beta) in eV: 5.59 / 6.82
LUMO energy (alpha / beta) in hartree: -0.002 / -0.024